71
Properties=species:S:1:pos:R:3:lowdin_charge:R:1 method="wB97M-V/def2-TZVPD" de_lowest_kcal_mol=15.6 gap_ev=5.528 energy_ev=-76940.0293 multiplicity=1
H -1.90483 3.54490 4.39663 0.11
C -2.20985 -1.66931 1.84440 -0.61
O 0.23303 -1.78084 1.89817 -0.16
C -1.26754 4.38975 0.33740 -0.03
C -1.28856 5.26825 -0.73590 -0.11
C 1.77562 -1.35119 -1.21024 -0.14
H 2.61590 1.33275 0.43382 0.13
C -0.90374 2.54958 -1.19957 -0.23
H 1.55287 1.41394 -2.69780 0.12
C -1.63928 2.51311 4.57755 -0.02
O 1.84012 0.58519 4.02261 0.07
H -2.40294 -0.16024 -2.72086 0.12
N -0.66873 1.17459 -1.24389 -0.05
C -1.67081 -2.33819 -1.04334 -0.09
N -0.50808 0.52677 3.72506 0.08
C 0.57690 -2.12096 -1.42397 -0.13
H -0.59789 -4.82847 -3.06651 0.12
C 0.78787 0.82109 -3.18490 -0.05
C -0.43777 0.64592 -2.54427 -0.31
H -1.43125 6.32640 -0.55820 0.09
N 1.67082 -0.25509 -0.43239 0.07
H 0.83513 -1.94044 3.87648 0.12
C -1.12558 4.79683 -2.03059 -0.11
O -3.29973 -2.15750 2.03676 0.09
C 2.74418 0.47772 -0.21626 -0.08
C -1.73086 -3.48677 -1.84397 -0.01
H -1.01561 -2.68470 3.30048 0.13
C -1.19708 -0.64606 -4.43900 -0.08
N -0.96186 2.02696 1.05405 -0.13
C 0.61963 -3.25116 -2.24015 -0.13
C -1.07554 1.81019 3.42378 -0.24
N -1.22100 2.45253 2.31799 0.10
C 2.97622 -1.75971 -1.79045 -0.14
H -2.56463 -1.93990 -0.58075 0.13
C -0.96797 -2.46097 2.23450 -0.09
C 0.81735 0.16552 3.15507 -0.63
C -0.93107 3.44332 -2.26828 -0.03
H -2.35341 2.44739 6.55646 0.10
H 5.05617 -1.22907 -2.00371 0.12
O 0.92459 0.72260 1.93571 -0.19
H 2.07438 -1.46014 2.71161 0.14
C -1.52461 0.52280 5.91294 -0.07
H -0.80639 3.08444 -3.28164 0.11
H 0.22854 -0.95441 -6.01669 0.10
C -1.43701 -0.06516 -3.20205 -0.03
H -1.39566 4.73597 1.35237 0.10
C 1.02823 -1.34047 2.98961 -0.08
C -0.58581 -3.94497 -2.43976 0.01
C 0.04094 -0.50194 -5.05141 -0.10
C 1.02793 0.24789 -4.42548 -0.08
H -0.99567 -3.40737 1.69086 0.14
H 1.98909 0.38853 -4.90488 0.10
H -1.98373 -1.20496 -4.93104 0.10
Ti -0.36300 0.26590 0.52898 1.19
H 3.93287 -3.24178 -3.06013 0.12
H -1.14656 5.48506 -2.86597 0.09
C 1.86951 -3.64903 -2.82981 -0.01
H 4.83684 0.80434 -0.58201 0.11
C 2.99473 -2.94015 -2.61137 -0.01
H -1.76691 -0.02156 6.81303 0.10
N -0.54743 -1.68204 -0.82628 0.08
C 3.98871 0.16446 -0.77935 -0.02
C -1.08909 3.03185 0.10343 -0.22
C 4.10576 -0.95636 -1.56115 0.01
O -1.98730 -0.52208 1.26939 -0.12
C -0.82594 -0.07278 4.94074 -0.08
C -1.88819 1.90581 5.74337 -0.08
H 1.82381 1.55112 4.02938 0.12
H -0.45652 -1.07837 5.06791 0.11
H 1.88622 -4.53110 -3.45752 0.12
H -2.67853 -3.98826 -1.97902 0.12